Entry 1:
The following is a quantum chemistry calculation of C6H9F in the gas phase at a distorted geometry, from the Open Molecules 2025 dataset.

Geometry as ORCA input:
```
! RIJCOSX wB97M-V def2-TZVPD def2/J DEFGRID3
* xyz 0 3
C -1.961 -0.628 -0.721
C 1.467 0.403 -1.870
C -1.035 -0.799 0.200
C 1.380 -0.077 -0.677
C 0.363 0.351 1.916
C -0.037 0.295 0.478
F -0.517 1.567 0.096
H -2.701 -1.316 -1.170
H -1.973 0.353 -1.387
H 2.141 0.012 -2.573
H 0.656 1.068 -2.093
H -1.136 -1.536 0.955
H 1.962 -0.834 -0.097
H -0.034 1.238 2.383
H 1.494 0.352 2.125
H -0.069 -0.449 2.434
*
```

ΔE to the lowest compared entry with this formula, charge and spin = 1.621 eV
LUMO (alpha / beta) = 1.105 / -2.429 eV
highest occupied orbital energy (alpha / beta) = -5.6 / -10.1 eV
<S²> = 2.008
strongest force on any atom = 0.24427 Eh/bohr
calculated total energy = -9078.0811 eV

Electronic structure analysis, natural (NBO) charges in units of e: -0.315 -0.454 -0.191 -0.158 -0.658 0.313 -0.382 0.185 0.182 0.214 0.219 0.180 0.195 0.241 0.217 0.214

***

Entry 2:
The following is a quantum chemistry calculation of a gas-phase ion, C5H11NO (charge +1) at a distorted geometry, from the Open Molecules 2025 dataset.

Geometry as ORCA input:
```
! RIJCOSX wB97M-V def2-TZVPD def2/J DEFGRID3
* xyz 1 2
C -0.618 0.490 -0.548
C 0.611 -0.148 0.146
C 1.812 0.780 -0.111
C 0.834 -1.528 -0.539
C -1.968 0.087 0.072
N -2.200 0.613 1.280
O -2.552 -0.970 -0.244
H -0.666 0.336 -1.620
H -0.382 1.558 -0.573
H 0.476 -0.129 1.221
H 1.918 1.314 -1.063
H 2.739 0.221 0.007
H 1.815 1.577 0.641
H 0.707 -1.424 -1.610
H 1.869 -1.858 -0.402
H -0.043 -2.066 -0.147
H -3.022 0.272 1.768
H -1.328 0.875 1.722
*
```

ΔE to the lowest compared entry with this formula, charge and spin = 2.152 eV
LUMO (alpha / beta) = -4.928 / -9.179 eV
highest occupied orbital energy (alpha / beta) = -15.5 / -15.5 eV
<S²> = 0.756
strongest force on any atom = 0.05693 Eh/bohr
calculated total energy = -8891.1845 eV

Electronic structure analysis, natural (NBO) charges in units of e: -0.498 -0.192 -0.625 -0.605 0.658 -0.684 -0.064 0.269 0.286 0.202 0.232 0.242 0.219 0.217 0.245 0.211 0.442 0.444

***

Entry 3:
The following is a quantum chemistry calculation of 14 unconnected molecules or ions with the total composition C5H38NO14 at a distorted geometry, from the Open Molecules 2025 dataset.

Geometry as ORCA input:
```
! RIJCOSX wB97M-V def2-TZVPD def2/J DEFGRID3
* xyz 1 1
C -3.188 0.226 1.875
C -1.718 -0.182 1.760
C -1.206 -0.045 0.346
C 0.052 -0.237 -0.034
N 0.554 0.058 -1.325
C 1.465 -0.868 -1.964
H -3.502 0.256 2.916
H -3.810 -0.513 1.369
H -3.359 1.204 1.419
H -1.607 -1.207 2.097
H -1.128 0.418 2.455
H -1.963 0.282 -0.349
H 0.792 -0.470 0.722
H -0.191 0.394 -1.919
H 1.188 -1.923 -1.975
H 1.632 -0.550 -2.987
H 1.761 -3.298 0.172
H 2.504 -2.410 1.435
O 2.705 -2.767 0.535
H 0.082 -3.302 -0.838
H 0.067 -4.182 0.427
O 0.673 -3.908 -0.316
H -1.766 -1.683 -1.717
H -1.868 -3.105 -2.290
O -1.480 -2.628 -1.551
H 2.668 2.330 -0.404
H 2.343 1.832 -1.797
O 3.068 1.829 -1.172
H 1.661 -1.705 3.671
H 1.936 -3.199 3.447
O 1.724 -2.401 2.998
H -1.977 0.387 -3.006
H -2.710 0.548 -1.646
O -2.420 -0.128 -2.310
H -1.416 3.417 2.717
H -1.484 3.114 1.181
O -0.928 3.494 1.897
H -0.299 1.932 -4.253
H -0.349 2.338 -2.743
O -0.733 1.734 -3.417
H -2.074 -4.922 1.190
H -1.877 -3.507 0.447
O -1.524 -4.107 1.154
H 3.031 0.040 -1.176
H 2.781 -1.979 -0.130
O 2.747 -0.902 -1.308
H 0.678 2.942 -0.525
H 0.329 4.259 -1.289
O 0.155 3.294 -1.301
H -2.924 3.452 -0.669
H -1.449 2.925 -0.757
O -2.324 2.749 -0.347
H 3.726 1.143 2.552
H 3.713 0.893 1.045
O 3.166 0.792 1.832
H 1.827 1.972 1.389
H 0.701 3.061 1.462
O 1.543 2.812 1.002
*
```

ΔE to the lowest compared entry with this formula, charge and spin = 2.204 eV
LUMO = -2.315 eV
highest occupied orbital energy = -11.1 eV
strongest force on any atom = 0.02897 Eh/bohr
calculated total energy = -35952.8776 eV

Electronic structure analysis, natural (NBO) charges in units of e: -0.605 -0.442 -0.236 -0.031 -0.694 0.099 0.217 0.206 0.210 0.216 0.200 0.183 0.186 0.410 0.156 0.183 0.516 0.537 -0.881 0.527 0.530 -0.940 0.529 0.491 -1.017 0.504 0.484 -0.970 0.501 0.492 -0.957 0.515 0.491 -0.978 0.492 0.506 -0.991 0.494 0.512 -1.002 0.499 0.511 -0.977 0.518 0.535 -0.775 0.522 0.508 -1.014 0.494 0.502 -0.994 0.495 0.491 -0.962 0.508 0.526 -1.030

***

Entry 4:
The following is a quantum chemistry calculation of 6 unconnected molecules or ions with the total composition C36H30N6O12 at a distorted geometry, from the Open Molecules 2025 dataset.

Geometry as ORCA input:
```
! RIJCOSX wB97M-V def2-TZVPD def2/J DEFGRID3
* xyz 0 1
C 0.671 -8.165 0.524
C -0.669 -8.505 0.427
C -1.634 -7.510 0.505
C -1.215 -6.210 0.726
C 0.112 -5.861 0.831
C 1.079 -6.849 0.700
N -2.239 -5.180 0.922
O -3.323 -5.512 1.349
O -1.915 -4.028 0.652
H 1.416 -8.949 0.616
H -0.958 -9.517 0.178
H -2.688 -7.718 0.393
H 0.385 -4.834 1.016
H 2.096 -6.622 0.991
C -0.403 7.568 4.971
C 0.955 7.501 4.717
C 1.549 6.287 4.410
C 0.797 5.141 4.470
C -0.572 5.204 4.671
C -1.180 6.413 4.961
N 1.410 3.836 4.201
O 0.679 2.888 4.008
O 2.625 3.796 4.180
H -0.873 8.507 5.240
H 1.554 8.400 4.720
H 2.594 6.240 4.138
H -1.159 4.295 4.706
H -2.247 6.423 5.133
C 2.656 -2.083 0.521
C 2.902 -3.375 0.961
C 4.090 -4.023 0.650
C 4.997 -3.397 -0.188
C 4.718 -2.187 -0.781
C 3.596 -1.508 -0.330
N 6.225 -4.112 -0.557
O 6.309 -5.279 -0.242
O 7.070 -3.488 -1.174
H 1.936 -1.394 0.941
H 2.240 -3.884 1.652
H 4.359 -4.921 1.186
H 5.379 -1.778 -1.531
H 3.471 -0.482 -0.658
C 1.606 -3.362 -2.855
C 2.028 -4.195 -3.894
C 1.144 -5.122 -4.413
C -0.110 -5.239 -3.847
C -0.555 -4.352 -2.885
C 0.318 -3.422 -2.351
N -1.040 -6.247 -4.346
O -2.219 -6.118 -4.082
O -0.563 -7.159 -4.983
H 2.378 -2.655 -2.573
H 3.038 -4.098 -4.263
H 1.415 -5.748 -5.253
H -1.572 -4.409 -2.521
H 0.056 -2.820 -1.494
C -1.547 6.838 -2.511
C -1.280 7.965 -1.749
C -2.320 8.665 -1.176
C -3.619 8.226 -1.343
C -3.906 7.114 -2.110
C -2.862 6.430 -2.706
N -4.722 9.060 -0.844
O -4.440 9.982 -0.095
O -5.848 8.784 -1.213
H -0.755 6.348 -3.062
H -0.270 8.342 -1.670
H -2.162 9.550 -0.576
H -4.905 6.830 -2.412
H -3.061 5.559 -3.315
C -1.016 -1.044 0.435
C -1.721 -0.784 -0.748
C -1.937 0.519 -1.140
C -1.593 1.543 -0.278
C -0.995 1.297 0.945
C -0.648 -0.005 1.269
N -2.129 2.882 -0.543
O -2.459 3.140 -1.688
O -2.214 3.649 0.391
H -0.847 -2.088 0.652
H -2.115 -1.644 -1.273
H -2.462 0.719 -2.064
H -0.716 2.144 1.557
H -0.172 -0.204 2.222
*
```

ΔE to the lowest compared entry with this formula, charge and spin = 0.504 eV
LUMO = -0.848 eV
highest occupied orbital energy = -9.9 eV
strongest force on any atom = 0.02581 Eh/bohr
calculated total energy = -71312.2844 eV
SMILES string = O=[N+]([O-])c1ccccc1.O=[N+]([O-])c1ccccc1.O=[N+]([O-])c1ccccc1.O=[N+]([O-])c1ccccc1.O=[N+]([O-])c1ccccc1.O=[N+]([O-])c1ccccc1

Electronic structure analysis, Mulliken charges in units of e: -0.641 -0.474 -0.801 0.314 0.300 -0.179 0.989 -0.578 -0.609 0.388 0.387 0.446 0.091 0.319 -0.381 -0.475 -0.282 0.142 -0.211 -0.572 1.030 -0.613 -0.591 0.377 0.372 0.418 0.403 0.384 -0.420 -0.174 -0.695 0.074 -0.477 -0.535 0.965 -0.593 -0.592 0.428 0.646 0.468 0.523 0.383 -0.689 -0.623 -0.553 -0.212 -0.279 0.221 1.016 -0.597 -0.599 0.405 0.434 0.437 0.497 0.515 -0.454 -0.493 -0.293 0.008 -0.291 -0.281 0.996 -0.607 -0.587 0.390 0.397 0.456 0.424 0.326 0.043 -0.697 -0.344 0.089 -0.529 -1.022 0.998 -0.564 -0.589 0.645 0.492 0.452 0.605 0.501